[1]
Here is a structure of composition C2H3BiFO from the OMol25 dataset. Energies are from ωB97M-V with the def2-TZVPD basis set.

Its net charge is +3. Its HOMO-LUMO gap (spin up / spin down) is 6.0 / 6.0 eV.

```
8
C2H3BiFO, DFT ωB97M-V with the def2-TZVPD basis set
H -0.43137 0.25552 0.80661
O -0.42065 0.66357 -0.95649
C 0.22078 -0.43633 -0.81608
C 0.42326 -0.82284 0.60867
Bi -0.91255 1.89857 -2.42263
H -0.22201 -1.27159 -1.39439
H 1.26943 0.04389 0.44935
F 0.41435 -2.15686 0.76882
```

[2]
Here is the molecule C2H3Br2N from the OMol25 dataset. Energies are from ωB97M-V with the def2-TZVPD basis set.

The SMILES is [H]/N=C(\Br)CBr. Its net charge is 0. Its HOMO-LUMO gap (spin up / spin down) is 9.1 / 9.1 eV.

```
8
C2H3Br2N, DFT ωB97M-V with the def2-TZVPD basis set
H 1.12141 -0.69290 2.10537
N 0.80955 -1.06865 1.24074
C 0.34275 0.12823 0.33201
Br 0.89324 1.80138 0.86908
C -0.63725 -0.17468 -0.70342
Br -0.29584 1.02259 -2.21169
H -1.58802 0.11387 -0.37735
H -0.64584 -1.12984 -1.25474
```

[3]
Here is a structure of composition C2H3Br3S from the OMol25 dataset. Energies are from ωB97M-V with the def2-TZVPD basis set.

Its net charge is 0. Its HOMO-LUMO gap is 9.5 eV.

```
9
C2H3Br3S, DFT ωB97M-V with the def2-TZVPD basis set
C 0.71951 0.28657 0.34623
C -0.83463 -0.10342 0.38433
S 1.46215 -0.82565 -1.04823
Br -1.65102 0.73416 1.95791
Br -1.35967 -1.94073 0.27799
Br -1.69561 0.83166 -1.12030
H 1.00747 1.31455 0.09805
H 1.39001 -0.15570 1.16834
H 0.96179 -0.14144 -2.06433
```

[4]
Here is a cluster of 2 separate species, C2H3BrClF in total from the OMol25 dataset. Energies are from ωB97M-V with the def2-TZVPD basis set.

The SMILES is F/C=C/Br.Cl. Its net charge is 0. Its HOMO-LUMO gap is 10.6 eV.

```
8
C2H3BrClF, DFT ωB97M-V with the def2-TZVPD basis set
F 2.14078 -1.21787 -0.88964
C 0.96687 -0.79374 -0.52172
C 0.84135 -0.52751 0.75774
Br -0.85279 -0.05163 1.33414
H 0.27202 -0.83896 -1.33544
H 1.56786 -0.68365 1.46583
Cl -3.07280 2.29162 -0.59870
H -1.86329 1.82175 -0.21220
```

[5]
Here is a structure of composition C2H3BrClF from the OMol25 dataset. Energies are from ωB97M-V with the def2-TZVPD basis set.

Its net charge is 0. Its HOMO-LUMO gap is 9.7 eV.

```
8
C2H3BrClF, DFT ωB97M-V with the def2-TZVPD basis set
C 0.70277 0.26601 -0.41296
C -0.37804 0.03457 0.63014
F 0.14376 -0.02584 -1.60842
Cl -0.87784 -2.11075 0.25521
Br -1.99853 0.94812 0.32816
H 1.56207 -0.46397 -0.26518
H 0.79562 1.36568 -0.52960
H 0.05018 -0.01383 1.60265
```

[6]
Here is a cluster of 2 separate species, C2H3BrClF in total from the OMol25 dataset. Energies are from ωB97M-V with the def2-TZVPD basis set.

Its net charge is 0. As for the multiplicity: 3. Its HOMO-LUMO gap (spin up / spin down) is 8.6 / 7.1 eV.

```
8
C2H3BrClF, DFT ωB97M-V with the def2-TZVPD basis set
C -0.88408 -0.25057 -0.09231
C 0.50517 -0.16400 0.31392
F 0.76269 -0.01534 1.57624
Cl 1.34176 2.40620 -0.87369
Br 1.79845 -1.21899 -0.42543
H -1.36271 -0.71088 0.70856
H -1.36273 0.66192 -0.11939
H -0.79855 -0.70834 -1.08790
```

[7]
Here is a structure of composition C2H3BrClFIN from the OMol25 dataset. Energies are from ωB97M-V with the def2-TZVPD basis set.

Its net charge is 0. Its HOMO-LUMO gap is 9.3 eV.

```
10
C2H3BrClFIN, DFT ωB97M-V with the def2-TZVPD basis set
C 1.31419 0.04256 0.17992
C -1.10508 0.05214 -0.36537
N 0.05305 -0.64200 0.22067
F -0.19633 -1.26334 1.40415
Cl -0.90030 0.05493 -2.12911
Br -1.21335 2.02785 0.16560
I -2.99525 -0.85361 0.08402
H 1.94303 -0.52937 -0.57564
H 1.13748 1.11270 -0.10151
H 1.96257 -0.00186 1.11728
```

[8]
Here is the molecule C2H3BrClN3 from the OMol25 dataset. Energies are from ωB97M-V with the def2-TZVPD basis set.

Its net charge is 0. Its HOMO-LUMO gap (spin up / spin down) is 8.1 / 8.1 eV.

```
10
C2H3BrClN3, DFT ωB97M-V with the def2-TZVPD basis set
C 1.60403 -0.38671 0.42160
C -1.11063 -0.33718 -0.64184
N 1.54272 0.71648 -0.13357
N 0.44183 1.42392 -0.19274
N -0.72504 0.87473 -0.28302
Cl 0.41086 -1.09914 1.49601
Br -3.00140 -0.65223 -0.73095
H 2.62338 -0.90908 0.50293
H -0.38718 -1.11367 -0.58862
H -1.39859 1.48286 0.15021
```

[9]
Here is a cluster of 2 separate species, C2H3BrFNO3 in total from the OMol25 dataset. Energies are from ωB97M-V with the def2-TZVPD basis set.

The SMILES is O=[N+]([O-])/C(F)=C\O.Br. Its net charge is 0. Its HOMO-LUMO gap is 8.9 eV.

```
11
C2H3BrFNO3, DFT ωB97M-V with the def2-TZVPD basis set
O -1.77935 0.97772 -1.54012
N -1.80336 1.62326 -0.48812
O -2.34667 2.67753 -0.24899
C -1.06573 0.94073 0.48988
F -1.23142 1.27510 1.73651
C -0.03748 0.12704 0.28299
O 0.58661 -0.20528 -0.79365
H 0.54072 -0.33910 1.12402
H 0.15007 0.07566 -1.66602
Br -3.78933 -0.96452 0.01376
H -3.13551 -1.09417 -1.53849
```

[10]
Here is the molecule C2H3BrN2 from the OMol25 dataset. Energies are from ωB97M-V with the def2-TZVPD basis set.

The SMILES is CC1(Br)N=N1. Its net charge is 0. Its HOMO-LUMO gap is 10.1 eV.

```
8
C2H3BrN2, DFT ωB97M-V with the def2-TZVPD basis set
C -0.77384 -0.40136 -0.07008
C 0.56504 0.17169 0.06594
Br 2.12010 -0.96005 -0.01414
N 0.80501 1.52630 0.62667
N 0.65688 1.43863 -0.59184
H -1.43930 0.35887 0.20704
H -0.92410 -1.13053 0.79421
H -1.00979 -1.00355 -1.01780
```

[11]
Here is a cluster of 2 separate species, C2H3BrNO in total from the OMol25 dataset. Energies are from ωB97M-V with the def2-TZVPD basis set.

Its net charge is -1. Its HOMO-LUMO gap is 7.9 eV.

```
8
C2H3BrNO, DFT ωB97M-V with the def2-TZVPD basis set
C 0.31705 1.42151 0.40306
C -0.07645 0.51313 -0.69514
N -1.12715 0.90766 -0.13215
O -2.35924 1.01911 0.15152
Br 3.43301 0.15720 -0.01866
H 0.31134 1.05874 1.39720
H 0.65109 2.36427 0.12729
H 0.03001 0.28918 -1.75819
```

[12]
Here is a structure of composition C2H3BrO2 from the OMol25 dataset. Energies are from ωB97M-V with the def2-TZVPD basis set.

Its net charge is 0. Its HOMO-LUMO gap (spin up / spin down) is 9.8 / 9.8 eV.

```
8
C2H3BrO2, DFT ωB97M-V with the def2-TZVPD basis set
C -0.22477 0.74069 -0.21971
C 0.76678 -0.28698 0.13201
O -0.07106 1.13832 1.05591
O 0.44360 -1.39920 0.59512
Br 2.66225 0.06776 -0.09654
H 0.17347 1.49866 -0.95817
H -1.21680 0.19786 -0.24391
H 0.72859 -1.49263 1.52030
```

What largest force on an atom values result from the calculations? In sequence: 8.06; 10.68; 3.70; 2.81; 3.25; 2.59; 2.57; 4.54; 3.96; 4.22; 3.19; 5.13 eV/Å.
What energy relative to the best compared isomer or geometry (same formula, charge and spin) values result from the calculations? In sequence: 75.1; 49.7; 8.2; 23.1; 33.5; 0.0; 54.7; 34.7; 6.7; 5.8; 45.7; 79.3 kcal per mole.